(1)
C7H12O | wB97M-V/def2-TZVPD

Last column: Löwdin charge in e.
Atoms and positions in Å:
C  -1.505  -2.235  1.469  0.0082
C  -2.080  -1.135  1.019  -0.1928
C  -1.436  -0.103  0.170  -0.1212
C  -1.248  -0.291  -1.137  -0.1038
C  -0.164  0.358  -1.968  -0.2070
C  0.883  1.128  -1.205  -0.1821
C  1.932  0.551  -0.652  -0.0239
H  -0.554  -2.575  1.076  0.0596
H  -1.984  -2.895  2.178  0.0515
H  -3.056  -0.812  1.368  0.0940
H  -0.928  0.727  0.650  0.1050
H  -1.665  -1.198  -1.568  0.1068
H  -0.554  0.970  -2.795  0.1088
H  0.316  -0.408  -2.583  0.1101
H  0.822  2.205  -1.254  0.1039
H  2.792  1.089  -0.260  0.0558
H  2.040  -0.521  -0.494  0.0780
O  1.907  1.768  2.318  -0.0675
H  2.739  2.201  2.095  0.0327
H  1.745  1.175  1.573  -0.0160

electronic energy = -349.0666 a.u.
SMILES string = C=C/C=C/CC=C.O
E_LUMO = 0.036 hartree
molar mass = 112.17 Da
energy relative to the best compared isomer or geometry (same formula, charge and spin) = 215.3 kJ/mol

=====

(2)
C7H12O | wB97M-V/def2-TZVPD

Last column: Löwdin charge in e.
Atoms and positions in Å:
C  0.390  0.411  -2.171  0.0007
C  0.796  0.086  -0.948  -0.1451
C  0.514  0.728  0.376  -0.2626
C  0.882  2.148  0.581  -0.1278
C  0.916  3.053  -0.385  0.0193
C  0.107  -0.083  1.363  -0.1108
C  -0.504  0.382  2.647  -0.0980
H  -0.512  0.956  -2.427  0.0639
H  0.807  -0.182  -2.976  0.0501
H  1.588  -0.618  -0.841  0.0960
H  1.105  2.423  1.606  0.0969
H  1.226  4.065  -0.164  0.0517
H  0.641  2.925  -1.419  0.0455
H  -0.032  -1.132  1.136  0.1064
H  -0.050  1.294  3.042  0.0638
H  -1.576  0.511  2.517  0.0797
H  -0.394  -0.313  3.488  0.0703
O  -2.239  -5.006  -1.286  -0.0643
H  -1.869  -5.269  -2.138  0.0322
H  -1.848  -5.706  -0.749  0.0319

electronic energy = -349.0724 a.u.
SMILES string = C=CC(C=C)=CC.O
E_LUMO = 0.032 hartree
molar mass = 112.17 Da
energy relative to the best compared isomer or geometry (same formula, charge and spin) = 200.2 kJ/mol

=====

(3)
C7H12O | wB97M-V/def2-TZVPD

Last column: Löwdin charge in e.
Atoms and positions in Å:
C  -0.172  -1.477  1.168  -0.1697
C  -0.001  -1.859  -0.319  -0.1259
C  0.269  -0.441  -0.859  -0.2731
C  0.165  0.686  -1.874  -0.1084
C  -0.010  1.850  -0.748  -0.0637
C  0.524  1.087  0.633  -0.3095
C  -0.313  0.100  1.536  -0.1271
O  1.370  0.180  0.001  -0.1182
H  -1.041  -2.014  1.612  0.1081
H  0.782  -1.794  1.739  0.1267
H  -1.008  -2.125  -0.689  0.1191
H  0.780  -2.561  -0.569  0.1002
H  -0.721  -0.085  -0.325  0.1129
H  1.022  0.778  -2.511  0.0866
H  -0.788  0.555  -2.470  0.1223
H  0.545  2.752  -0.939  0.0835
H  -1.099  2.106  -0.715  0.1060
H  1.085  1.851  1.167  0.1291
H  -0.002  0.181  2.603  0.1116
H  -1.384  0.230  1.559  0.0894

electronic energy = -349.0131 a.u.
SMILES string = C1C[C@@H]2CC[C@@H](C1)O2
E_LUMO = 0.039 hartree
molar mass = 112.17 Da
energy relative to the best compared isomer or geometry (same formula, charge and spin) = 355.8 kJ/mol

=====

(4)
C7H12O2 | wB97M-V/def2-TZVPD

Last column: Löwdin charge in e.
Atoms and positions in Å:
C  -0.977  1.653  -2.794  -0.1016
C  0.058  0.611  -2.391  -0.1940
C  -0.276  -0.062  -1.077  -0.4559
C  0.573  -1.268  -0.761  -0.0067
O  -1.149  0.328  -0.343  0.0768
H  -1.944  1.181  -2.952  0.0771
H  -1.089  2.392  -2.005  0.0743
H  -0.678  2.155  -3.710  0.0698
H  1.037  1.084  -2.268  0.1225
H  0.162  -0.154  -3.162  0.1174
H  1.613  -1.092  -1.023  0.0855
H  0.493  -1.521  0.293  0.0619
H  0.213  -2.110  -1.350  0.0917
C  -0.249  0.435  2.849  -0.0910
C  0.133  -1.010  3.035  -0.1616
C  1.349  -1.444  3.047  -0.2303
O  2.449  -1.837  3.046  0.1562
H  0.637  1.061  2.795  0.0788
H  -0.821  0.551  1.929  0.0451
H  -0.865  0.767  3.684  0.0708
H  -0.668  -1.720  3.158  0.1129

electronic energy = -424.3651 a.u.
SMILES string = CCC(C)=O.CC=C=O
E_LUMO = 0.029 hartree
molar mass = 128.17 Da
energy relative to the best compared isomer or geometry (same formula, charge and spin) = 81.0 kJ/mol

=====

(5)
C7H12S | wB97M-V/def2-TZVPD

Last column: Löwdin charge in e.
Atoms and positions in Å:
C  1.580  -2.877  -1.049  0.2037
C  0.790  -1.979  -0.790  -0.0831
C  -1.126  0.909  0.660  -0.0794
C  0.208  1.043  -1.472  0.0109
C  1.390  0.361  0.770  -0.0325
C  -0.190  -1.039  -0.398  -0.0613
C  0.074  0.364  -0.026  -0.6047
S  -1.457  -2.429  2.101  0.2034
H  1.889  -3.802  -1.317  0.0143
H  -2.102  0.571  0.146  0.1239
H  -1.105  0.513  1.698  0.0731
H  -1.233  1.984  0.676  0.0788
H  -0.098  2.002  -1.527  0.0353
H  1.328  0.935  -1.600  0.0944
H  -0.125  0.377  -2.334  0.1098
H  1.544  1.289  1.240  0.0689
H  2.264  0.224  0.071  0.0973
H  1.297  -0.546  1.410  0.0937
H  -1.153  -1.345  -0.408  0.0314
H  -0.906  -3.539  1.682  -0.3780

electronic energy = -671.8907 a.u.
E_LUMO (spin up / spin down) = -0.080 / -0.080 hartree
molar mass = 128.24 Da
energy relative to the best compared isomer or geometry (same formula, charge and spin) = 593.8 kJ/mol

=====

(6)
C7H12S | wB97M-V/def2-TZVPD

Last column: Löwdin charge in e.
Atoms and positions in Å:
C  -0.851  -0.803  1.022  -0.0318
C  -1.274  0.177  0.293  -0.4949
C  -1.323  -0.053  -1.233  -0.0806
C  -1.704  1.466  0.806  -0.0875
H  -0.759  -0.566  2.053  0.0483
H  -0.673  -1.836  0.790  0.0810
H  -0.885  0.716  -1.909  0.0764
H  -2.428  -0.045  -1.569  0.1012
H  -0.789  -1.043  -1.385  0.0833
H  -1.848  1.350  1.919  0.0932
H  -2.727  1.719  0.400  0.0933
H  -0.966  2.333  0.490  0.1261
S  1.879  0.694  2.003  0.6701
C  1.743  -0.037  0.551  -0.7555
C  2.161  -1.234  -0.223  -0.1449
C  2.045  0.082  -0.920  -0.0978
H  1.453  -1.950  -0.577  0.0869
H  3.076  -1.700  -0.006  0.0913
H  2.834  0.654  -1.209  0.0786
H  1.034  0.077  -1.296  0.0631

electronic energy = -671.9587 a.u.
SMILES string = C=C(C)C.S=C1CC1
E_LUMO = -0.003 hartree
molar mass = 128.24 Da
energy relative to the best compared isomer or geometry (same formula, charge and spin) = 415.3 kJ/mol

=====

(7)
C7H12Si | wB97M-V/def2-TZVPD

Last column: Löwdin charge in e.
Atoms and positions in Å:
C  0.553  -2.479  2.789  -0.0638
C  0.741  -1.791  1.827  -0.0960
C  1.308  -2.401  -1.047  -0.0256
C  0.777  -1.352  -0.400  -0.0901
C  1.070  1.571  0.721  -0.1929
C  -1.567  0.134  0.795  -0.1601
C  -0.326  0.961  -2.112  -0.1561
Si  -0.023  0.365  -0.293  0.5371
H  0.736  -3.145  3.621  0.0069
H  1.537  -2.377  -2.118  0.0698
H  1.851  -3.169  -0.585  0.0423
H  2.038  1.890  0.237  0.0388
H  0.492  2.442  1.049  0.0257
H  1.416  0.973  1.621  0.0337
H  -1.214  -0.210  1.696  -0.0233
H  -2.013  1.113  0.809  0.0362
H  -2.135  -0.580  0.367  -0.0089
H  -1.305  1.266  -2.386  0.0153
H  0.325  1.807  -2.257  0.0170
H  0.096  0.238  -2.749  -0.0061

electronic energy = -563.2074 a.u.
E_LUMO = -0.001 hartree
molar mass = 124.26 Da
energy relative to the best compared isomer or geometry (same formula, charge and spin) = 468.1 kJ/mol

=====

(8)
C7H13AsBr2F3IO2Re | wB97M-V/def2-TZVPD

Last column: Löwdin charge in e.
Atoms and positions in Å:
Re  0.987  -0.559  0.357  0.6636
Br  0.344  -3.012  0.823  0.7635
C  1.458  -2.984  2.447  -0.8028
Br  2.765  -1.568  2.228  0.7945
H  1.955  -3.944  2.543  0.0405
H  0.802  -2.733  3.274  0.0407
F  1.155  1.928  0.991  0.0489
C  0.225  2.266  1.954  -0.5295
F  0.721  3.195  2.715  0.2589
F  -0.843  2.703  1.296  0.1939
C  -0.128  0.964  2.725  -0.4228
O  -0.407  0.872  3.861  0.2606
O  -0.028  -0.083  1.867  -0.3183
C  -2.567  -0.182  -0.362  -0.2341
As  -0.864  0.010  -1.256  1.0077
C  -0.800  1.812  -1.973  -0.2292
C  -0.980  -1.147  -2.798  -0.2671
H  -3.355  0.131  -1.049  0.0598
H  -2.597  0.436  0.533  0.0372
H  -2.718  -1.227  -0.091  0.0451
H  -0.438  1.769  -3.001  0.0520
H  -0.153  2.456  -1.382  0.0244
H  -1.810  2.226  -1.971  0.0575
H  -1.875  -0.873  -3.360  0.0606
H  -1.059  -2.187  -2.483  0.0406
H  -0.106  -1.019  -3.432  0.0183
I  2.597  -1.507  -1.676  1.0565
C  2.374  0.422  -0.829  -0.7364
H  2.038  1.119  -1.592  0.0001
H  3.310  0.716  -0.358  0.0155

electronic energy = -8483.7168 a.u.
E_LUMO (spin up / spin down) = -0.332 / -0.326 hartree
molar mass = 734.01 Da
energy relative to the best compared isomer or geometry (same formula, charge and spin) = 0.0 kJ/mol
charge = +2
2S+1 = 2

=====

(9)
C7H13BBr2O4Tm | wB97M-V/def2-TZVPD

Last column: Löwdin charge in e.
Atoms and positions in Å:
C  -0.180  3.356  0.130  -0.2015
C  0.870  2.104  -0.157  -0.7184
Br  1.824  1.737  1.548  0.7508
C  0.214  0.828  -0.929  -0.5383
Br  -1.198  1.652  -2.159  0.8258
C  -0.569  -0.270  -0.028  -0.4686
C  -1.650  -1.149  -0.955  -0.0740
C  0.320  -1.360  0.786  -0.0520
B  1.688  -1.897  0.070  -0.3936
O  2.852  -2.181  0.983  0.0617
O  1.883  -2.084  -1.396  -0.1065
O  -1.371  0.469  0.980  -0.0126
C  -2.326  -0.401  1.674  0.1090
O  -3.494  0.171  2.081  0.3716
H  -1.255  3.016  0.440  0.0752
H  0.279  3.932  1.070  0.0930
H  -0.250  4.092  -0.804  0.1058
H  1.685  2.560  -0.903  0.1286
H  1.016  0.417  -1.681  0.1024
H  -1.166  -1.414  -2.014  0.1159
H  -1.886  -2.212  -0.468  0.1206
H  -2.688  -0.622  -1.074  0.1116
H  -0.326  -2.330  1.045  0.1508
H  0.611  -0.914  1.854  0.1313
H  2.535  -2.021  1.939  0.1661
H  1.057  -1.832  -1.904  0.1571
H  -2.234  -1.549  1.869  0.2235
Tm  3.759  -2.100  -1.997  1.7646

electronic energy = -6832.2493 a.u.
E_LUMO (spin up / spin down) = -0.447 / -0.528 hartree
molar mass = 500.73 Da
charge = +3
2S+1 = 3

=====

(10)
C7H13BF6NO10PS2 | wB97M-V/def2-TZVPD

Last column: Löwdin charge in e.
Atoms and positions in Å:
C  3.071  -3.545  -1.667  -0.0415
C  2.000  -2.418  -2.075  -0.4422
O  2.319  -1.691  -3.274  -0.0532
C  0.569  -3.130  -2.231  -0.1857
P  -0.658  -2.097  -1.199  1.0891
C  -2.206  -3.144  -1.023  -0.1517
C  -3.078  -3.200  -2.379  -0.4367
O  -2.691  -3.803  -3.385  0.0869
O  -4.288  -2.460  -2.309  0.0781
O  -0.867  -0.660  -2.051  -0.0656
B  -2.046  0.071  -1.631  -0.6949
O  -2.461  0.279  -0.286  0.1337
O  -2.838  0.675  -2.678  0.1338
H  3.827  -3.626  -2.511  0.0968
H  2.595  -4.538  -1.385  0.0777
H  3.613  -3.161  -0.736  0.0921
H  1.950  -1.655  -1.223  0.1303
H  2.736  -0.840  -3.014  0.1209
H  0.194  -3.111  -3.314  0.1289
H  0.513  -4.192  -1.833  0.1025
H  -0.055  -1.923  0.098  0.1088
H  -1.852  -4.228  -0.861  0.1275
H  -2.847  -2.898  -0.107  0.1304
H  -4.608  -2.420  -3.240  0.1429
H  -1.928  1.009  0.124  0.1369
H  -2.160  1.070  -3.280  0.1239
C  1.177  4.992  0.969  -0.6568
F  1.523  4.958  -0.332  0.1148
F  2.034  5.838  1.574  0.1195
F  -0.035  5.584  1.030  0.1121
S  1.177  3.339  1.745  0.5806
O  2.546  2.876  1.614  -0.2946
O  0.200  2.579  0.985  -0.3292
N  0.730  3.807  3.189  -0.2903
S  0.585  2.610  4.221  0.5844
O  1.815  1.961  4.631  -0.2926
O  -0.538  1.714  4.009  -0.3093
C  0.098  3.625  5.659  -0.6560
F  -1.040  4.317  5.433  0.1110
F  1.035  4.544  5.975  0.1145
F  -0.111  2.892  6.768  0.1224

electronic energy = -2843.4873 a.u.
E_LUMO = -0.057 hartree
molar mass = 491.09 Da